14 unconnected molecules or ions with the total composition C72H82Br2O2 at a distorted geometry. Source: the Open Molecules 2025 dataset; level of theory: ωB97M-V/def2-TZVPD.

The geometry in XYZ format:
```
158
Properties=species:S:1:pos:R:3:forces:R:3
Br 22.976 -2.155 -25.952 0.3 -0.7 0.7
C 23.572 -3.014 -24.248 -0.1 0.9 0.6
C 24.844 -2.279 -23.810 -0.2 -1.3 0.0
Br 25.360 -2.760 -21.897 -0.3 0.4 -1.3
H 23.694 -4.092 -24.363 0.1 0.2 -0.3
H 22.778 -2.832 -23.524 -0.1 0.1 -0.4
H 24.697 -1.207 -23.943 0.5 -0.1 0.4
H 25.661 -2.714 -24.386 0.2 0.7 0.0
C 27.708 -3.491 -26.809 -0.5 -0.7 -0.1
C 27.270 -4.665 -26.211 0.1 0.0 1.3
C 26.483 -5.598 -26.854 0.1 -0.2 0.0
C 26.119 -5.340 -28.142 -0.9 0.7 -1.2
C 26.385 -4.106 -28.733 0.7 -0.8 0.2
C 27.212 -3.206 -28.069 -0.1 0.5 -0.6
H 28.415 -2.866 -26.284 -0.2 0.3 0.0
H 27.466 -4.816 -25.160 0.5 -0.2 0.1
H 26.132 -6.526 -26.426 0.3 0.0 0.4
H 25.514 -6.033 -28.709 0.0 -0.3 0.0
H 26.056 -3.985 -29.754 -0.1 0.5 0.0
H 27.443 -2.264 -28.544 0.2 0.1 -0.1
C 25.917 0.944 -25.796 -0.4 0.0 1.2
C 25.858 1.603 -24.510 0.1 -1.1 -1.5
C 26.877 1.416 -23.623 -0.2 -0.2 0.2
C 27.926 0.561 -23.970 2.2 -0.1 0.1
C 28.155 0.070 -25.217 -4.5 -0.6 -2.5
C 26.987 0.158 -26.151 2.5 0.5 1.8
H 25.018 0.940 -26.394 0.0 0.2 -0.2
H 24.947 2.079 -24.177 0.0 0.4 -0.3
H 26.783 1.872 -22.649 0.3 -0.2 0.2
H 28.738 0.217 -23.347 -0.2 0.7 1.0
H 28.911 -0.650 -25.492 0.4 0.3 0.3
H 27.036 -0.444 -27.046 -0.2 0.2 -0.2
C 19.693 -4.435 -19.911 0.9 -0.1 0.1
C 20.386 -3.592 -19.066 -0.3 -0.1 0.0
C 21.529 -2.950 -19.505 -0.1 1.2 -0.5
C 22.015 -3.098 -20.808 -0.7 -0.5 0.4
C 21.370 -4.018 -21.643 1.1 0.6 1.1
C 20.274 -4.685 -21.149 -0.9 -1.0 -0.7
H 18.810 -4.927 -19.528 -0.1 -0.2 -0.3
H 20.023 -3.478 -18.056 0.0 0.3 0.1
H 21.883 -2.141 -18.883 0.6 -0.2 0.2
H 22.892 -2.569 -21.151 -0.1 0.1 0.1
H 21.823 -4.234 -22.599 -0.4 -0.3 -0.1
H 19.896 -5.488 -21.764 -0.5 0.1 0.0
C 16.871 -1.294 -29.644 2.1 -1.2 -0.1
C 18.175 -1.806 -29.512 0.8 0.5 0.8
C 19.126 -1.153 -28.657 -1.7 0.0 -1.8
C 18.682 -0.001 -28.041 3.0 -0.5 0.9
C 17.421 0.439 -28.121 -0.9 2.2 1.0
C 16.567 -0.150 -28.956 -3.0 -1.3 -1.3
H 16.153 -1.831 -30.247 -0.1 0.2 -0.1
H 18.506 -2.666 -30.076 -0.1 -0.2 0.0
H 20.184 -1.364 -28.615 0.0 -0.6 -0.1
H 19.440 0.558 -27.511 -0.1 0.2 0.4
H 17.057 1.294 -27.572 0.3 0.2 0.1
H 15.543 0.169 -29.085 -0.1 0.5 0.3
C 20.611 0.861 -24.053 0.1 -0.5 1.3
C 20.928 1.010 -22.659 -0.2 0.0 -2.5
C 20.483 0.061 -21.823 -2.4 -2.3 2.7
C 19.647 -1.063 -22.168 2.1 1.8 -0.2
C 19.460 -1.170 -23.509 -2.5 -1.7 0.3
C 19.792 -0.229 -24.411 2.0 2.6 -1.3
H 21.048 1.519 -24.790 -0.4 0.2 -0.1
H 21.424 1.804 -22.120 0.4 0.4 -0.9
H 20.620 0.298 -20.778 0.2 -0.4 0.4
H 19.197 -1.821 -21.544 0.4 0.3 0.6
H 18.790 -1.944 -23.853 0.0 -0.3 -0.1
H 19.430 -0.304 -25.425 0.2 -0.2 -0.1
C 21.640 -4.424 -29.283 -0.1 -0.6 0.4
C 22.832 -3.738 -29.382 0.9 0.7 0.2
C 23.127 -2.977 -30.488 -1.2 1.2 -1.3
C 22.163 -2.843 -31.473 -1.3 -1.5 -0.4
C 20.982 -3.633 -31.416 -0.3 0.9 0.4
C 20.681 -4.411 -30.301 1.6 0.4 0.5
H 21.433 -4.992 -28.388 0.0 0.0 0.2
H 23.585 -3.594 -28.622 -0.3 -0.8 0.7
H 23.935 -2.268 -30.591 0.6 -0.3 0.5
H 22.288 -2.174 -32.311 0.1 0.1 0.0
H 20.171 -3.462 -32.107 0.2 -0.1 -0.5
H 19.777 -4.964 -30.095 -0.2 0.1 -0.6
C 19.561 -4.535 -24.649 0.1 -1.7 2.6
C 19.590 -5.951 -24.430 0.7 1.9 0.7
C 19.134 -6.769 -25.392 -0.2 -1.2 -1.8
C 18.623 -6.255 -26.581 -0.9 1.0 0.4
C 18.439 -4.878 -26.700 0.6 -1.3 -0.7
C 18.934 -4.024 -25.714 -0.5 0.5 -2.4
H 19.869 -3.880 -23.848 0.4 0.0 0.0
H 20.012 -6.380 -23.533 0.1 0.2 0.1
H 19.218 -7.846 -25.381 0.0 -0.2 0.6
H 18.239 -6.939 -27.323 0.1 0.0 -0.2
H 18.042 -4.523 -27.640 -0.2 0.4 0.1
H 18.904 -2.972 -25.957 -0.1 0.3 0.4
C 23.494 0.976 -19.695 -0.1 1.1 -0.3
C 22.942 1.450 -18.475 0.2 -0.2 -0.4
C 22.677 2.790 -18.236 1.0 0.5 -1.4
C 22.941 3.686 -19.306 -0.5 -0.1 1.0
C 23.359 3.217 -20.513 1.5 -1.4 -1.8
C 23.758 1.876 -20.759 -2.0 -0.1 2.3
H 23.676 -0.078 -19.850 0.0 -0.1 0.2
H 22.679 0.769 -17.679 0.2 -0.3 0.0
H 22.379 3.133 -17.257 -0.2 0.0 -0.1
H 22.819 4.759 -19.276 -0.3 0.1 0.6
H 23.477 3.870 -21.365 -0.1 0.5 0.1
H 23.981 1.508 -21.749 0.4 0.1 0.0
C 28.856 -4.171 -20.504 -1.5 0.3 2.3
C 29.016 -3.761 -21.799 0.3 -2.3 -0.9
C 29.060 -2.482 -22.138 0.8 2.6 -0.7
C 29.031 -1.510 -21.163 0.0 1.1 -1.2
C 28.787 -1.836 -19.878 -0.4 -1.5 1.9
C 28.625 -3.201 -19.491 0.8 1.0 -1.8
H 28.684 -5.218 -20.302 0.3 -0.1 0.2
H 29.161 -4.427 -22.636 -0.2 -0.7 0.3
H 29.242 -2.183 -23.160 -0.1 0.0 -0.2
H 29.174 -0.487 -21.479 -0.1 0.2 0.3
H 28.706 -1.073 -19.118 0.0 0.1 0.1
H 28.377 -3.356 -18.451 0.1 -0.7 -0.1
C 27.639 -10.554 -23.989 1.1 -0.8 1.2
C 27.008 -9.350 -24.069 -0.6 2.2 0.0
C 27.464 -8.175 -23.381 -0.3 -2.2 -0.2
C 28.560 -8.353 -22.559 -0.6 0.6 0.8
C 29.181 -9.572 -22.412 0.2 -2.2 -0.7
C 28.712 -10.718 -23.089 -0.2 1.4 -0.6
H 27.294 -11.401 -24.563 -0.2 -0.1 0.0
H 26.080 -9.336 -24.620 0.0 0.4 -0.4
H 26.937 -7.233 -23.353 -0.2 -0.1 -0.3
H 28.764 -7.605 -21.807 0.5 0.5 -0.3
H 30.067 -9.698 -21.808 -0.1 0.2 0.4
H 29.130 -11.706 -22.967 0.3 0.1 0.1
C 26.224 1.431 -31.099 0.0 1.4 -0.4
C 25.108 2.203 -31.312 -1.3 -1.2 -0.3
C 23.969 1.963 -30.516 -0.1 -0.6 -0.5
C 23.931 0.986 -29.517 2.5 0.6 -0.6
C 25.198 0.375 -29.172 -1.2 1.1 -0.8
C 26.336 0.697 -29.953 -0.7 -1.1 1.2
H 27.040 1.467 -31.807 0.2 0.2 0.1
H 25.020 2.712 -32.261 -0.1 0.5 0.2
H 23.009 2.357 -30.816 0.0 0.5 0.0
H 22.953 0.845 -29.080 0.3 -0.6 0.5
H 25.203 -0.310 -28.337 0.4 -0.1 0.0
H 27.360 0.413 -29.756 -0.2 -0.8 0.6
C 24.310 -5.083 -18.802 0.8 -0.4 -1.2
C 24.128 -6.345 -19.654 -0.3 -0.3 0.3
O 25.237 -6.768 -20.438 0.9 0.6 0.3
H 25.241 -5.051 -18.236 0.0 -0.3 0.1
H 23.458 -5.025 -18.124 0.0 0.3 -0.2
H 24.353 -4.283 -19.540 -0.2 0.5 0.5
H 23.353 -6.125 -20.387 -0.6 -0.1 0.4
H 23.844 -7.135 -18.959 -0.3 -0.3 -0.2
H 25.213 -7.717 -20.581 -0.2 0.0 0.1
C 23.315 -6.606 -25.960 -1.0 1.7 -0.4
C 23.123 -7.975 -25.415 1.1 -0.8 1.9
O 23.675 -8.921 -26.276 0.1 -0.8 -1.4
H 22.380 -6.046 -25.966 -0.3 0.0 0.1
H 23.638 -6.533 -26.999 0.2 -0.5 0.1
H 23.980 -5.984 -25.361 0.2 -0.3 0.0
H 22.152 -8.278 -25.022 -0.6 0.4 -0.7
H 23.724 -8.050 -24.509 0.2 0.3 0.5
H 23.590 -9.801 -25.902 -0.1 0.0 0.0
```
Positions in Å, forces in eV/Å.

The gap between HOMO and LUMO is 9.367 eV. The largest force on an atom is 5.16 eV Å⁻¹. As for the HOMO energy: -8.87 eV. For the energy, the calculation gives -220168.8116 eV.